Run w
The following is a quantum chemistry calculation of an isolated ion of composition C4H10NO2 and charge +1, from the Open Molecules 2025 dataset.

Computed properties:
**E_LUMO**: -3.2 eV
**SMILES**: C[C@H]1[NH2+][C@@H](O)[C@@H]1O
**Multiplicity**: 1
**Total charge**: +1

Each line ends with the Löwdin charge.
Geometry (Å):
C -1.071 1.122 0.985  -0.019
C -0.558 -0.240 0.576  -0.252
N -0.635 -0.450 -0.914  0.144
C 0.875 -0.559 -1.164  -0.187
O 1.334 0.532 -1.810  0.052
C 0.970 -0.421 0.690  -0.193
O 1.327 -1.578 1.284  0.042
H -0.638 1.904 0.364  0.096
H -0.789 1.324 2.015  0.104
H -2.155 1.164 0.921  0.095
H -1.076 -1.044 1.103  0.165
H -1.173 -1.274 -1.198  0.188
H -1.012 0.372 -1.404  0.184
H 1.161 -1.537 -1.536  0.159
H 1.724 0.343 -2.673  0.133
H 1.547 0.465 0.935  0.155
H 2.271 -1.610 1.480  0.132



Run x
The following is a quantum chemistry calculation of a 2-piece molecular cluster, C4H10NO2 overall, from the Open Molecules 2025 dataset.

Computed properties:
**E_LUMO (alpha / beta)**: -4.2 / -4.2 eV
**Multiplicity**: 1
**Total charge**: +1

Each line ends with the Löwdin charge.
Geometry (Å):
C 0.214 -2.067 -1.006  0.032
C -0.114 0.206 1.101  -0.147
C -1.294 -0.391 -0.928  -0.264
C 0.043 1.617 0.714  -0.035
N 0.909 -0.561 0.885  0.180
O -0.960 -1.637 -0.670  -0.004
O -0.579 0.245 -1.886  0.018
H 0.887 -1.622 -1.850  0.147
H 0.527 -3.032 -0.944  0.066
H -0.931 -0.294 1.479  0.120
H -2.399 -0.104 -0.960  0.191
H 0.415 1.702 -0.316  0.100
H 0.928 2.053 1.094  0.084
H -0.836 2.100 1.097  0.101
H 0.941 -1.403 1.306  0.097
H 1.705 -0.261 0.410  0.134
H -1.229 0.747 -2.483  0.180



Which of them is the most stable? Correct choice: run w.



Run w
The following is a quantum chemistry calculation of C7H7N as an isolated structure, from the Open Molecules 2025 dataset.

Computed properties:
**E_LUMO (alpha / beta)**: -0.4 / -0.4 eV
**Multiplicity**: 1

Each line ends with the Löwdin charge.
Geometry (Å):
C 0.394 0.022 1.849  -0.007
C -0.628 0.836 -0.513  -0.330
C 0.203 -0.033 0.369  -0.309
C -1.511 -1.718 -0.788  0.088
N -1.298 1.924 -0.532  0.118
C 1.258 0.436 -0.728  -0.041
C -0.868 -0.632 -0.414  -0.171
C 2.329 0.408 -1.286  0.172
H -0.828 2.699 -0.999  0.058
H 0.867 -0.891 2.209  0.082
H 1.021 0.871 2.124  0.088
H -0.581 0.154 2.322  0.093
H -2.416 -1.653 -1.375  0.065
H -1.196 -2.700 -0.461  0.062
H 3.253 0.277 -1.777  0.032



Run x
The following is a quantum chemistry calculation of C7H7N as an isolated structure, from the Open Molecules 2025 dataset.

Computed properties:
**E_LUMO**: 0.3 eV
**Multiplicity**: 1

Each line ends with the Löwdin charge.
Geometry (Å):
C -1.364 -2.219 1.176  -0.082
C -0.357 -1.991 0.322  -0.200
C -0.267 -0.508 -0.013  -0.269
C 0.620 -0.250 -1.119  -0.072
C 1.090 1.061 -1.411  -0.083
C 1.017 2.044 -0.333  -0.082
C -0.611 0.575 0.713  -0.186
H -2.252 -1.377 1.046  0.110
H -1.364 -3.432 1.802  0.150
H 0.377 -2.987 0.197  0.159
H 0.775 -1.114 -1.920  0.147
H 1.863 0.721 -2.186  0.108
H 1.633 3.047 -0.191  0.135
H -1.457 0.629 1.505  0.141
N -0.050 1.748 0.535  0.023



Run y
The following is a quantum chemistry calculation of a 2-piece molecular cluster, C7H7N overall, from the Open Molecules 2025 dataset.

Computed properties:
**E_LUMO**: 0.9 eV
**SMILES**: c1ccncc1.C#C
**Multiplicity**: 1

Each line ends with the Löwdin charge.
Geometry (Å):
C 0.531 1.104 0.167  -0.091
C -0.227 -0.008 -0.212  -0.129
C 0.320 -1.286 -0.131  -0.124
N 1.683 -1.472 -0.092  0.060
C 2.344 -0.384 -0.040  -0.183
C 1.879 0.995 0.011  -0.042
H 0.179 2.095 0.583  0.129
H -1.309 0.222 -0.569  0.008
H -0.390 -2.135 -0.125  0.105
H 3.361 -0.441 -0.081  0.069
H 2.378 1.854 0.223  0.064
C -2.813 0.265 -0.378  -0.019
C -2.720 -0.632 0.417  0.020
H -2.892 1.097 -0.995  0.053
H -2.325 -1.273 1.221  0.080



Run z
The following is a quantum chemistry calculation of an isolated molecule of C7H7N, from the Open Molecules 2025 dataset.

Computed properties:
**E_LUMO**: 0.9 eV
**SMILES**: [H]/N=C(/C1=CC1)C1C=C1
**Multiplicity**: 1

Each line ends with the Löwdin charge.
Geometry (Å):
H 1.249 -2.332 -0.627  0.027
N 0.387 -1.957 -0.428  0.162
C 0.288 -0.739 -0.346  -0.281
C -1.360 -0.118 -0.079  -0.132
C -1.932 1.008 0.210  -0.041
C -2.812 -0.246 0.242  -0.125
C 1.179 0.429 -0.407  -0.222
C 2.801 0.274 -0.271  0.079
C 2.093 0.645 0.765  -0.023
H -1.671 1.996 0.521  0.082
H -3.182 -0.799 1.173  0.099
H -3.298 -0.513 -0.721  0.075
H 0.713 1.339 -1.028  0.162
H 3.619 -0.115 -0.699  0.044
H 1.927 1.128 1.696  0.094



Which of them is the most stable? Correct choice: run x.



Run w
The following is a quantum chemistry calculation of an isolated molecule of C7H7N, from the Open Molecules 2025 dataset.

Computed properties:
**E_LUMO**: 0.9 eV
**SMILES**: C1=C[C@@H]2[C@@H]3C=C[C@@H]1N23
**Multiplicity**: 1

Each line ends with the Löwdin charge.
Geometry (Å):
C 1.707 -0.525 -0.425  0.011
C 0.937 -1.654 -0.682  -0.016
C -0.471 -1.286 -0.081  -0.188
C -1.346 -0.012 0.259  -0.156
C -1.278 1.486 0.020  -0.067
C -0.023 1.882 0.070  -0.024
C 0.623 0.545 -0.037  -0.328
N -0.042 -0.323 0.919  0.013
H 2.715 -0.572 -0.483  0.045
H 1.323 -2.650 -0.991  0.102
H -0.910 -2.238 0.322  0.130
H -2.367 -0.398 0.690  0.153
H -2.061 2.246 0.028  0.106
H 0.502 2.816 0.274  0.113
H 0.197 0.440 -1.022  0.106



Run x
The following is a quantum chemistry calculation of an isolated molecule of C7H7N, from the Open Molecules 2025 dataset.

Computed properties:
**E_LUMO**: 0.6 eV
**SMILES**: [H]/N=C1/C=C[C@]1(C)C#C
**Multiplicity**: 1

Each line ends with the Löwdin charge.
Geometry (Å):
H -1.386 2.098 -1.006  0.064
N -0.789 2.335 -0.217  0.158
C -0.230 1.397 0.368  -0.285
C 0.548 1.155 1.542  -0.015
C 0.937 -0.102 1.211  0.000
C 0.112 -0.316 -0.008  -0.408
C -1.205 -1.075 0.132  -0.043
C 0.826 -0.639 -1.207  -0.100
C 1.418 -0.918 -2.214  0.137
H 0.707 1.775 2.409  0.103
H 1.726 -0.727 1.603  0.116
H -1.697 -0.808 1.066  0.085
H -1.877 -0.833 -0.694  0.084
H -1.022 -2.153 0.113  0.083
H 1.931 -1.189 -3.096  0.020



Run y
The following is a quantum chemistry calculation of a 2-piece molecular cluster, C7H7N overall, from the Open Molecules 2025 dataset.

Computed properties:
**E_LUMO**: 0.9 eV
**SMILES**: c1ccncc1.C#C
**Multiplicity**: 1

Each line ends with the Löwdin charge.
Geometry (Å):
C 1.752 1.124 -0.382  -0.089
C 0.627 1.283 0.350  -0.122
C -0.150 0.153 0.721  -0.200
N 0.318 -1.060 0.659  0.054
C 1.455 -1.163 0.043  -0.253
C 2.219 -0.256 -0.518  -0.083
H 2.177 2.086 -1.053  0.165
H 0.403 2.320 0.844  0.136
H -1.232 0.202 1.249  0.128
H 1.697 -2.189 -0.196  0.106
H 3.125 -0.512 -1.134  0.120
C -2.709 -0.484 -0.606  -0.076
C -3.516 0.354 -0.232  -0.032
H -2.237 -1.629 -0.721  0.126
H -4.222 1.075 0.139  0.019



Which of them is the most stable? Correct choice: run x.



Run w
The following is a quantum chemistry calculation of C7H13N as an isolated structure, from the Open Molecules 2025 dataset.

Computed properties:
**E_LUMO**: 1.1 eV
**Multiplicity**: 1

Each line ends with the Löwdin charge.
Geometry (Å):
C -1.430 -0.826 0.290  -0.185
C -0.841 -1.174 -1.191  -0.238
C -0.076 -0.080 -1.888  -0.151
C 0.824 0.277 -0.558  -0.252
C 1.829 0.640 0.563  -0.027
C 0.394 0.774 1.340  -0.300
C -0.354 -0.535 1.346  -0.261
H -2.124 -0.055 0.286  0.077
H -1.914 -1.744 0.727  0.114
H -0.109 -2.066 -1.151  0.129
H -1.727 -1.625 -1.888  0.145
H 0.554 -0.723 -2.699  0.134
H -0.507 0.806 -2.389  0.098
H 0.575 -0.722 -0.158  0.036
H 2.522 -0.126 0.732  0.074
H 2.246 1.671 0.491  0.106
H 0.244 1.427 2.265  0.149
H -0.904 -0.702 2.426  0.148
H 0.624 -1.260 1.476  0.160
H 0.273 2.023 -0.069  0.051
N -0.262 1.234 0.078  -0.010



Run x
The following is a quantum chemistry calculation of C7H13N as an isolated structure, from the Open Molecules 2025 dataset.

Computed properties:
**E_LUMO**: 1.0 eV
**Multiplicity**: 1

Each line ends with the Löwdin charge.
Geometry (Å):
C -0.258 2.297 1.372  -0.064
C -0.430 0.798 -0.430  -0.282
C -0.430 -0.110 -1.650  -0.151
C -0.695 -1.533 -1.026  -0.153
C -0.588 -1.281 0.541  -0.132
C 0.348 -0.038 0.517  -0.527
C 1.685 -0.572 0.093  -0.102
H -0.060 3.275 0.772  0.106
H 0.323 2.554 2.248  0.046
H -1.440 2.190 1.775  0.144
H -1.431 0.597 -0.108  0.123
H -1.319 0.060 -2.289  0.092
H 0.563 0.082 -2.399  0.168
H -1.758 -1.907 -1.191  0.114
H -0.082 -2.496 -1.055  0.117
H -1.358 -1.136 1.091  0.031
H -0.207 -2.131 1.111  0.107
H 2.355 0.619 -0.082  0.170
H 2.118 -1.302 -0.864  0.125
H 2.195 -1.276 1.088  0.133
N 0.468 1.309 0.486  -0.067



Which of them is the most stable? Correct choice: run w.



Run w
The following is a quantum chemistry calculation of C7H13N as an isolated structure, from the Open Molecules 2025 dataset.

Computed properties:
**E_LUMO**: 1.0 eV
**Multiplicity**: 1

Each line ends with the Löwdin charge.
Geometry (Å):
C -2.015 -1.065 -0.867  -0.056
C -0.531 0.862 -1.399  -0.028
C -1.338 0.221 -0.476  -0.374
N -0.903 1.744 1.405  0.039
C -1.091 0.414 0.921  -0.300
H -0.655 1.748 2.387  0.075
H -0.178 2.236 0.897  0.068
H -1.758 -0.142 1.579  0.121
H -2.491 -0.989 -1.845  0.077
H -1.289 -1.882 -0.907  0.085
H -0.246 1.895 -1.233  0.070
H 0.801 0.178 -0.837  0.115
H -2.791 -1.340 -0.152  0.075
H -0.687 0.657 -2.451  0.076
C 2.863 -0.646 -0.061  -0.108
C 1.420 -0.378 0.167  -0.234
C 0.586 -0.478 1.132  0.010
H 3.398 0.272 -0.313  0.073
H 3.335 -1.082 0.822  0.069
H 2.995 -1.341 -0.894  0.072
H 0.576 -0.884 2.125  0.077



Run x
The following is a quantum chemistry calculation of an isolated molecule of C7H13N, from the Open Molecules 2025 dataset.

Computed properties:
**E_LUMO**: 0.9 eV
**SMILES**: [H]/N=C(/C)[C@@H](C)C(=C)C
**Multiplicity**: 1

Each line ends with the Löwdin charge.
Geometry (Å):
H -2.374 0.866 0.521  0.045
N -2.298 0.154 -0.196  0.118
C -1.151 -0.264 -0.522  -0.326
C -0.942 -1.368 -1.514  -0.043
C 0.296 0.880 -0.297  -0.219
C -0.214 2.213 0.184  -0.089
C 0.797 -0.106 0.649  -0.389
C 0.048 -0.568 1.708  0.030
C 2.005 -0.897 0.220  -0.064
H -1.827 -2.007 -1.556  0.082
H -0.073 -1.972 -1.262  0.061
H -0.795 -0.929 -2.503  0.088
H 0.885 0.947 -1.211  0.121
H -0.626 2.184 1.197  0.071
H -1.028 2.570 -0.461  0.081
H 0.589 2.957 0.186  0.080
H -0.730 0.029 2.166  0.057
H 0.422 -1.381 2.321  0.062
H 2.723 -0.949 1.045  0.082
H 1.748 -1.921 -0.063  0.075
H 2.547 -0.438 -0.610  0.077



Which of them is the most stable? Correct choice: run x.



Run w
The following is a quantum chemistry calculation of an isolated molecule of C4H4, from the Open Molecules 2025 dataset.

Computed properties:
**E_LUMO**: 0.7 eV
**SMILES**: C#CC=C
**Multiplicity**: 1

Each line ends with the Löwdin charge.
Geometry (Å):
C -2.203 -0.083 -0.020  0.095
C -1.013 0.122 -0.186  -0.159
C 0.385 0.526 -0.080  -0.220
C 1.495 -0.288 -0.005  -0.012
H -3.176 -0.522 0.228  0.040
H 0.517 1.605 0.178  0.102
H 2.618 0.051 -0.020  0.087
H 1.377 -1.411 -0.095  0.067



Run x
The following is a quantum chemistry calculation of a 2-piece molecular cluster, C4H4 overall, from the Open Molecules 2025 dataset.

Computed properties:
**E_LUMO**: 1.2 eV
**SMILES**: C#C.C#C
**Multiplicity**: 1

Each line ends with the Löwdin charge.
Geometry (Å):
C -1.432 -0.394 -0.050  -0.058
C -2.642 -0.360 -0.065  0.000
H -0.243 -0.610 0.020  0.037
H -3.701 -0.224 -0.068  0.015
C 1.444 0.498 0.026  -0.062
C 2.638 0.300 0.017  0.003
H 0.270 0.777 0.107  0.047
H 3.667 0.014 0.013  0.017



Run y
The following is a quantum chemistry calculation of a 2-piece molecular cluster, C4H4 overall, from the Open Molecules 2025 dataset.

Computed properties:
**E_LUMO**: -0.9 eV
**Multiplicity**: 1

Each line ends with the Löwdin charge.
Geometry (Å):
C -0.469 -0.366 0.816  -0.437
C -1.141 -0.909 1.717  0.174
C -0.511 0.684 -0.354  -0.090
C 0.752 -0.090 0.016  -0.091
H -0.907 0.468 -1.304  0.071
H -0.412 1.832 -0.171  0.140
H 1.687 0.066 0.401  0.031
H 1.001 -1.686 -1.122  0.202



Which of them is the most stable? Correct choice: run w.